16
Properties=species:S:1:pos:R:3:forces:R:3:mulliken_charge:R:1 method="wB97M-V/def2-TZVPD" energy_ha=-271.71093 relative_energy_ev=1.134 smiles=CCC1(O)CC1
C -0.7423 -1.5503 -1.2503 -0.025 -0.051 0.042 -1.12
C -0.0151 -0.2187 -1.0827 0.082 0.012 0.028 -0.53
C -0.1080 0.4010 0.2997 0.253 -0.071 -0.128 0.75
O -1.4577 0.6916 0.5780 -0.078 0.263 0.102 -0.55
C 0.7512 0.0709 1.4958 -0.037 -0.217 0.056 -0.56
C 0.9703 1.3520 0.7266 0.030 0.215 -0.072 -0.77
H -0.7366 -1.8580 -2.3028 0.012 0.039 0.195 0.34
H -1.7852 -1.4649 -0.9306 0.149 -0.016 -0.022 0.30
H -0.2649 -2.3430 -0.6650 -0.077 0.096 -0.035 0.29
H -0.4667 0.5186 -1.7607 0.125 -0.095 0.086 0.26
H 1.0350 -0.3169 -1.3833 -0.106 -0.018 0.150 0.30
H -1.5080 1.5357 1.0370 -0.036 -0.036 -0.025 0.33
H 0.2357 0.1829 2.4482 0.086 -0.106 -0.201 0.24
H 1.5233 -0.6933 1.5023 -0.153 0.060 -0.217 0.25
H 0.7201 2.2984 1.2009 -0.051 -0.144 -0.049 0.23
H 1.8491 1.3940 0.0871 -0.174 0.069 0.092 0.24


25
Properties=species:S:1:pos:R:3:forces:R:3:mulliken_charge:R:1 method="wB97M-V/def2-TZVPD" energy_ha=-539.36812 relative_energy_ev=0.652 charge=-1
C -0.0191 -1.9430 2.9791 0.297 -0.614 -0.284 -0.82
C 1.1331 -0.9712 3.2847 -0.002 0.044 0.544 0.44
O 1.4098 -0.1303 2.3850 -0.007 -0.248 0.229 -0.64
O 1.6727 -1.1439 4.3982 0.136 0.294 -0.206 -0.76
H -0.8849 -1.8761 3.6546 0.405 0.055 -0.144 0.16
H 0.3864 -2.9672 2.9813 -0.169 0.186 0.425 0.26
H -0.2943 -1.7833 1.9566 -0.687 0.172 -0.576 0.27
C 1.4891 0.9372 -0.5691 -1.172 -1.220 2.102 -0.34
C 2.0395 -0.5032 -0.9146 1.203 1.665 -1.147 -1.06
C 0.0689 1.0135 -1.0419 -1.667 0.756 -0.227 -0.04
C -0.8820 0.1975 -0.4006 -0.029 0.042 -0.094 0.34
C -0.4826 1.8608 -2.0250 1.571 0.259 -0.845 -0.42
C -2.2095 0.1405 -0.8103 0.965 -0.408 -0.714 -0.51
C -1.7587 1.6996 -2.5500 -0.301 -0.529 0.124 -0.36
C -2.5967 0.7504 -1.9926 -0.805 0.661 0.456 -0.46
H 1.3569 0.8348 0.5540 0.426 0.538 -1.004 0.14
H 2.0969 1.8430 -0.7335 -0.053 -0.733 -0.518 0.45
H 2.9242 -0.3183 -1.5982 -0.813 -0.903 0.715 0.29
H -0.5690 -0.4268 0.4241 0.122 0.145 0.208 0.11
H 0.1779 2.5913 -2.5268 -0.278 -0.342 0.389 0.27
H -2.8871 -0.4895 -0.2870 -0.458 -0.477 0.384 0.42
H -2.1625 2.2509 -3.3929 0.498 0.238 0.009 0.35
H -3.6060 0.6110 -2.3886 0.281 0.018 0.131 0.32
H 1.3041 -1.1589 -1.3788 -0.083 0.387 -0.430 0.35
H 2.2930 -1.0189 -0.0077 0.620 0.014 0.475 0.25


26
Properties=species:S:1:pos:R:3:forces:R:3:mulliken_charge:R:1 method="wB97M-V/def2-TZVPD" energy_ha=-481.82315 relative_energy_ev=3.252
C -2.0323 0.0688 -1.2963 -0.024 4.751 0.653 -1.86
C -1.3805 0.4887 0.0275 -0.940 -0.188 1.561 2.18
C -0.3214 1.5455 -0.2014 -0.199 1.240 -1.062 -1.40
C -2.4377 0.8704 1.0953 -0.219 -1.037 -0.504 -1.90
C -0.6443 -0.7436 0.4593 -0.353 -0.974 1.255 -0.92
N 0.6080 -0.8922 0.3216 -1.406 0.468 -0.571 -0.01
C 1.1457 -2.0965 0.6773 1.692 -1.105 1.969 -0.26
C 2.4640 -2.3101 0.4201 -1.106 -1.504 -0.415 -0.32
C 3.3610 -1.5612 -0.4256 0.617 -0.149 0.668 -0.57
C 3.1590 -0.2890 -0.7437 2.405 0.027 -0.977 0.66
O 4.2436 0.4155 -1.3277 -0.213 -0.024 0.329 -0.54
H -2.8951 -0.4623 -1.2125 -2.410 -1.690 0.511 0.48
H -1.2837 -0.4805 -1.6708 2.299 -2.073 -2.608 0.56
H -2.2579 0.9872 -1.9132 0.349 -0.975 0.458 0.31
H 0.2855 1.7723 0.6758 0.015 -0.339 -0.015 0.36
H 0.2865 1.0834 -0.9889 0.349 0.661 0.196 0.33
H -0.6800 2.5478 -0.5823 -0.075 -1.195 0.294 0.34
H -2.0364 1.0940 2.0596 0.569 0.307 0.585 0.41
H -3.2540 0.1454 1.2814 0.681 -0.249 -0.368 0.40
H -2.9673 1.7062 0.7298 -0.501 1.362 -0.322 0.47
H -1.2332 -1.5876 0.9446 0.288 0.845 -0.602 0.30
H 0.5769 -2.7366 1.4341 0.714 0.577 -1.279 0.17
H 2.9151 -3.2499 0.7225 -0.352 -0.071 0.349 0.29
H 4.3536 -2.0218 -0.6293 -0.791 0.366 0.151 0.19
H 2.1567 0.1379 -0.5650 1.197 0.627 -0.417 0.02
H 5.1655 -0.0050 -1.2453 -2.584 0.342 0.163 0.32


74
Properties=species:S:1:pos:R:3:forces:R:3:mulliken_charge:R:1 method="wB97M-V/def2-TZVPD" energy_ha=-3273.78764 relative_energy_ev=0.000 smiles="CCCC[C@H]1OS(=O)(=O)O[C@@]1(CCC(F)=C(F)F)P(O)(O)=S.Fc1ccccc1.Fc1ccccc1.Fc1ccccc1"
C -8.1640 4.1551 2.5699 0.781 0.146 0.063 -1.29
C -6.7755 3.4936 2.4015 -0.274 0.743 -0.177 -0.32
C -6.0803 3.8692 1.0537 0.822 -0.693 1.158 -0.84
C -4.5771 4.1033 1.3778 -0.965 0.593 -1.298 -0.93
C -3.7174 4.3290 0.1195 -0.780 -2.335 0.378 0.13
O -3.8455 5.5758 -0.5637 2.045 -0.287 0.264 -0.45
S -2.3488 6.0490 -1.0636 -0.996 2.104 0.514 1.15
O -2.1890 6.1717 -2.4591 -0.185 -1.833 -0.975 -0.61
O -2.1631 7.3003 -0.4246 0.672 -0.176 1.307 -0.56
O -1.4870 4.8166 -0.4647 -0.677 0.493 -0.833 -0.39
C -2.2579 3.9868 0.4952 1.406 1.715 -0.191 0.65
C -1.7477 2.5341 0.3722 -0.139 -0.283 -0.391 -1.16
C -2.8197 1.4411 0.1116 -0.514 -1.886 -0.855 0.04
C -2.5595 0.1866 0.9070 -1.754 0.369 0.256 -0.47
F -1.9070 -0.8815 0.3573 1.740 1.128 0.174 -0.34
C -2.9829 0.0481 2.2183 1.463 0.280 -2.091 0.43
F -2.1316 0.1706 3.2019 -0.325 -1.905 1.066 -0.18
F -4.2190 -0.2218 2.5210 -0.652 1.577 1.240 -0.21
P -1.5626 4.6553 2.1269 -0.330 -0.629 1.621 0.79
O 0.0627 4.7216 1.9488 -1.303 0.096 -0.974 -0.51
O -2.1128 6.1671 2.2646 1.106 -0.684 -0.408 -0.43
S -1.9596 3.5626 3.6601 -0.179 0.005 -0.153 -0.40
H -8.4186 4.1569 3.6370 -0.362 -0.189 -0.355 0.37
H -8.9370 3.6973 1.9430 0.088 0.026 0.295 0.32
H -8.0660 5.2105 2.2740 -0.157 -0.240 0.063 0.33
H -6.8270 2.4035 2.5308 -0.015 0.251 -0.121 0.32
H -6.1377 3.8679 3.2181 -0.184 -0.135 -0.163 0.33
H -6.5249 4.7471 0.5735 -0.025 -0.303 -0.002 0.34
H -6.1109 2.9679 0.4218 -0.250 0.557 -0.337 0.30
H -4.2340 3.1717 1.8441 0.227 0.456 0.136 0.33
H -4.4332 4.9560 2.0556 -0.062 -0.349 0.031 0.57
H -4.0321 3.6052 -0.6547 0.219 -0.096 0.422 0.42
H -1.0288 2.5066 -0.4613 -0.306 0.179 0.118 0.36
H -1.1624 2.2388 1.2556 -0.380 0.246 -0.048 0.67
H -3.8566 1.7260 0.3356 0.296 0.223 0.050 0.06
H -2.8099 1.1301 -0.9468 -0.136 0.484 0.151 0.45
H 0.3036 4.2721 1.1189 0.332 0.368 0.172 0.38
H -1.3750 6.7197 2.5797 -0.387 0.214 -0.163 0.34
F 3.7467 -4.7509 -0.4892 0.057 0.053 0.056 -0.36
C 2.5750 -4.1723 -0.1511 -0.426 0.154 0.144 0.22
C 2.3004 -2.8971 -0.6006 0.193 0.066 -0.205 -0.40
C 1.0955 -2.3030 -0.2581 -0.046 -0.131 0.099 -0.84
C 0.1858 -2.9841 0.5368 -0.005 -0.155 0.103 -0.43
C 0.4781 -4.2660 0.9858 0.161 0.142 -0.160 -0.53
C 1.6792 -4.8689 0.6359 0.054 -0.251 0.102 -0.36
H 3.0234 -2.3774 -1.2132 -0.024 -0.101 -0.079 0.77
H 0.8652 -1.3052 -0.6111 -0.002 -0.018 -0.001 0.50
H -0.7455 -2.5174 0.8052 0.011 -0.071 0.034 0.60
H -0.2292 -4.7969 1.6095 0.026 -0.018 -0.021 0.40
H 1.9220 -5.8699 0.9687 0.035 0.021 -0.011 0.44
F 6.4586 -10.0392 -2.1860 0.028 -0.037 0.020 -0.31
C 5.7305 -9.0831 -2.7932 -0.199 0.268 -0.156 0.37
C 5.2778 -8.0082 -2.0536 0.059 0.016 0.248 -0.60
C 4.5316 -7.0209 -2.6814 0.009 -0.130 -0.215 -0.05
C 4.2402 -7.1271 -4.0356 -0.038 0.050 -0.034 -0.65
C 4.6990 -8.2167 -4.7635 -0.007 0.087 0.144 -0.28
C 5.4543 -9.2004 -4.1411 0.085 -0.214 -0.143 -0.47
H 5.5090 -7.9481 -0.9978 0.023 -0.019 -0.020 0.42
H 4.1781 -6.1718 -2.1161 0.016 -0.040 0.015 0.42
H 3.6543 -6.3582 -4.5233 0.013 -0.019 0.009 0.38
H 4.4686 -8.3013 -5.8177 0.031 -0.018 0.015 0.37
H 5.8280 -10.0529 -4.6934 -0.001 -0.008 0.043 0.40
F 3.2250 2.2258 -0.3094 -0.070 0.036 0.006 -0.24
C 4.2922 1.4051 -0.3995 0.337 -0.245 -0.025 0.38
C 5.5613 1.9476 -0.4099 0.034 0.292 0.026 -0.55
C 6.6568 1.1002 -0.4977 -0.133 -0.152 -0.012 -0.32
C 6.4692 -0.2732 -0.5840 0.097 -0.039 -0.007 -0.74
C 5.1856 -0.8022 -0.5772 0.088 0.207 0.013 -0.04
C 4.0881 0.0424 -0.4789 -0.188 -0.064 -0.024 -0.15
H 5.6869 3.0209 -0.3496 -0.032 -0.014 0.012 0.41
H 7.6576 1.5118 -0.4993 -0.031 0.022 -0.009 0.36
H 7.3254 -0.9315 -0.6565 -0.025 0.009 0.002 0.38
H 5.0403 -1.8722 -0.6481 0.019 0.015 0.048 0.36
H 3.0808 -0.3491 -0.4628 -0.007 0.074 0.040 0.15


19
Properties=species:S:1:pos:R:3:forces:R:3:mulliken_charge:R:1 method="wB97M-V/def2-TZVPD" energy_ha=-327.84779 relative_energy_ev=6.536 smiles="C1=C[C@H]2CCCN2C1"
C -1.2045 -1.6903 0.9862 2.482 2.728 0.157 -0.29
C 0.2086 -1.3368 1.2270 -5.937 -2.087 2.396 -0.62
C 0.5047 0.0657 0.5965 0.134 -9.388 -5.726 0.11
C 1.8538 0.3762 -0.0717 0.906 -1.614 0.715 -0.52
C 1.2688 1.1484 -1.2790 1.879 2.052 -1.991 -0.39
C -0.3316 1.4352 -0.9306 1.674 2.065 0.373 -0.58
N -0.5873 0.0500 -0.5643 1.281 0.599 4.098 -0.23
C -1.7603 -0.5865 0.1515 -2.917 2.711 -3.797 -0.52
H -2.0722 -2.3308 1.3799 2.367 0.302 -0.067 0.30
H 0.3666 -1.7903 2.3075 1.180 0.998 -2.417 0.20
H 0.5204 0.6592 1.3312 -1.593 5.422 5.462 0.40
H 2.5889 -0.5475 -0.2732 -2.029 1.896 0.003 0.21
H 2.4417 0.9774 0.7243 -0.812 -0.407 -1.735 0.29
H 2.0665 2.1067 -1.3445 -2.708 -2.091 -0.578 0.29
H 1.2625 0.5001 -2.3287 0.211 1.811 2.903 0.25
H -0.8188 1.8821 -1.8271 0.074 -0.783 0.579 0.34
H -0.4458 2.3112 -0.0211 0.247 -2.407 -2.185 0.20
H -2.4632 0.2436 0.6094 1.662 -1.435 0.462 0.27
H -2.5731 -0.8339 -0.6866 1.900 -0.374 1.349 0.30


43
Properties=species:S:1:pos:R:3:forces:R:3:mulliken_charge:R:1 method="wB97M-V/def2-TZVPD" energy_ha=-1031.72035 relative_energy_ev=0.000 charge=+1
F -2.0939 0.8867 -4.1931 0.201 -0.967 0.807 -0.32
C -1.9552 -0.1595 -3.3075 -0.049 0.473 -0.365 0.26
C -3.0009 -1.0651 -3.1853 0.183 0.037 0.260 -0.68
C -2.8758 -2.0782 -2.2272 -0.023 0.180 -0.115 -0.46
C -1.7153 -2.1920 -1.4698 0.217 0.004 -0.004 -0.67
C -0.6352 -1.3199 -1.6704 -0.352 0.073 -0.126 0.87
C 0.6087 -1.5355 -0.8275 0.345 -0.330 -0.475 -0.55
C 1.9557 -1.1256 -1.3975 0.046 -0.099 0.250 0.68
C 2.9125 -2.0990 -1.7049 -0.111 0.041 -0.132 -0.52
C 4.1691 -1.7344 -2.1878 -0.078 0.339 0.075 -0.51
C 4.4859 -0.3821 -2.3802 -0.254 -0.239 0.058 -0.59
C 3.5239 0.5643 -2.0604 -0.081 0.582 -0.069 0.08
F 3.7998 1.8928 -2.2891 -0.219 -1.097 0.360 -0.32
C 2.2806 0.2235 -1.5254 0.367 0.056 -0.230 -0.35
C -0.7737 -0.2594 -2.5734 -0.175 -0.221 -0.063 -0.36
H -3.8857 -0.9690 -3.8089 0.180 0.023 0.133 0.46
H -3.6886 -2.7884 -2.0760 0.191 0.196 -0.099 0.41
H -1.6155 -2.9810 -0.7165 -0.093 0.195 -0.372 0.40
H 0.6615 -2.5975 -0.5511 -0.077 0.278 -0.028 0.58
H 2.6490 -3.1487 -1.5568 0.191 0.283 -0.113 0.37
H 4.9153 -2.4964 -2.4137 -0.233 0.206 0.045 0.38
H 5.4536 -0.0719 -2.7667 -0.235 -0.027 0.060 0.45
H 1.5748 0.9893 -1.2026 0.277 -0.026 -0.243 0.54
H 0.0310 0.4564 -2.7245 -0.228 -0.153 -0.145 0.55
H 0.4643 -0.9904 0.0937 -0.041 0.253 0.575 -0.75
B 0.4341 0.2572 2.1732 1.847 -1.671 -2.337 0.09
H 0.1550 -0.8884 2.4155 0.418 0.404 0.122 0.01
H 1.3741 0.6787 1.5633 0.301 -0.632 0.432 0.01
C -0.5677 1.2911 2.4843 -3.759 1.675 3.010 0.01
N -0.5762 1.6540 3.8119 0.052 0.252 -1.406 0.20
C 0.4993 1.3519 4.7275 0.797 -0.302 0.644 -0.90
C -1.7371 2.2927 4.1174 -1.001 0.122 -0.509 -0.34
C -2.5088 2.2858 2.9836 0.394 0.061 0.900 -0.32
N -1.7890 1.6440 2.0098 1.200 -0.123 0.066 0.18
C -2.2663 1.3635 0.6645 -0.237 -0.225 -0.851 -0.81
H 0.4019 1.9481 5.6422 -0.009 -0.114 -0.354 0.31
H 0.5077 0.2894 5.0135 -0.228 0.258 -0.116 0.36
H 1.4690 1.5743 4.2669 -0.205 0.121 0.056 0.36
H -1.9537 2.6860 5.1005 0.122 -0.036 -0.164 0.45
H -3.5018 2.6764 2.8222 0.170 -0.023 -0.106 0.45
H -3.2101 1.8983 0.5052 0.334 -0.154 0.056 0.30
H -1.5383 1.6906 -0.0893 -0.181 0.031 0.298 0.34
H -2.4380 0.2874 0.5104 0.037 0.297 0.216 0.34


67
Properties=species:S:1:pos:R:3:forces:R:3:mulliken_charge:R:1 method="wB97M-V/def2-TZVPD" energy_ha=-2127.48504 charge=-1
C -2.8314 -3.9246 1.5779 -0.540 1.268 0.361 -0.55
O -1.5203 -4.5307 1.6038 -1.420 -0.783 -1.245 -0.35
C -1.1826 -5.1004 0.2967 0.931 1.428 -0.752 -0.56
C -0.5569 -3.9292 -0.6582 -0.546 -0.078 0.394 0.01
C 1.0405 -4.0422 -0.7070 -0.257 -0.295 -0.650 -0.62
C 1.7725 -2.9836 -1.6751 -0.379 1.224 1.071 -0.62
C 0.9033 -1.6161 -1.7255 0.583 0.049 0.073 -0.03
C 1.7396 -0.3300 -2.2022 0.285 0.088 0.055 -0.72
C 1.9346 0.7829 -1.0268 -0.423 0.248 -0.872 -0.30
C 0.5518 1.3091 -0.4087 -0.026 0.103 -1.080 -0.55
In 0.7572 2.7575 1.3057 -0.226 -0.407 -0.389 1.06
N -1.1794 3.7283 1.5061 0.092 -0.179 1.197 -0.78
S 2.3456 4.6574 0.7289 0.741 -0.356 -0.066 -0.57
C 1.1852 1.8126 3.3096 1.308 -0.878 1.111 -1.15
C 2.0241 0.4644 3.2571 0.413 -2.905 0.800 0.70
C 1.3519 -0.8006 3.9201 3.075 -0.669 -1.122 -0.71
C 2.0490 -2.1827 3.9963 1.685 3.067 -1.733 -0.45
C 3.4661 -2.3655 3.3870 -1.968 3.537 -0.090 -0.52
C 4.1546 -1.1146 2.7250 -2.474 -0.158 1.044 0.81
C 5.6397 -1.3733 2.1614 -0.655 -0.623 0.943 -1.19
C 3.4389 0.2834 2.6563 -1.346 -3.146 1.632 -0.37
H -2.7424 -2.8266 1.2199 -0.273 -1.715 0.321 0.20
H -3.5896 -4.4822 0.9271 1.170 0.611 0.697 0.27
H -3.2984 -3.8554 2.6310 1.109 -0.353 -1.466 0.22
H -0.3558 -5.8615 0.4869 -1.384 0.747 -0.241 0.34
H -2.0947 -5.5089 -0.2554 1.105 0.129 1.098 0.27
H -0.9398 -2.9444 -0.1874 0.924 -1.501 -0.795 0.02
H -1.0272 -3.9526 -1.7156 0.873 -0.181 1.589 0.25
H 1.2818 -5.0950 -1.1260 -0.303 1.481 0.984 0.35
H 1.4418 -3.9376 0.3688 -0.583 -0.221 -1.678 0.20
H 2.7574 -2.6899 -1.1410 -1.360 -0.574 -1.150 0.18
H 1.9897 -3.3701 -2.7284 -0.320 0.379 1.502 0.28
H 0.5822 -1.4197 -0.6363 0.231 -0.266 -1.800 -0.08
H -0.0200 -1.7332 -2.4127 1.375 0.054 1.344 0.21
H 1.2191 0.1531 -3.1136 0.704 -0.575 1.526 0.32
H 2.7848 -0.6406 -2.5853 -1.502 0.326 0.599 0.34
H 2.4180 1.6873 -1.5662 -0.572 -1.344 1.083 0.36
H 2.6625 0.4259 -0.2135 -1.072 0.277 -1.205 0.01
H 0.0164 1.8876 -1.2606 0.692 -0.916 1.295 -0.07
H -0.1772 0.4934 -0.0804 1.106 0.830 -0.474 0.13
H -1.7912 2.9550 1.8475 0.421 0.721 -0.346 0.15
H -1.0996 4.3473 2.3437 -0.142 -0.536 -0.772 0.15
H 3.5872 4.0695 0.5466 -1.082 0.205 0.196 0.03
H 1.7950 2.5591 3.9414 -0.883 -0.976 -0.972 0.30
H 0.1850 1.6524 3.8619 1.591 0.014 -0.847 0.24
H 0.3170 -0.6780 4.4000 1.768 -0.175 -0.870 0.19
H 1.5204 -3.0505 4.5109 0.823 1.321 -0.843 0.29
H 3.9837 -3.3942 3.4274 -0.823 1.948 -0.118 0.26
H 5.6380 -2.2081 1.3608 -0.097 1.579 1.073 0.25
H 6.1661 -0.4315 1.7975 -0.833 -1.291 0.413 0.31
H 6.2273 -1.8265 3.0502 -0.727 0.896 -1.442 0.33
H 3.9831 1.1701 2.1953 -0.821 -1.350 0.644 0.22
O -3.7841 2.5301 -1.2556 -0.549 0.430 -0.372 -0.61
S -3.7231 3.8577 -1.8070 1.046 0.464 0.167 1.19
O -4.7540 4.8324 -1.5501 0.017 -0.677 -0.099 -0.64
O -3.4996 3.7501 -3.4104 0.162 0.091 0.453 -0.27
C -4.4303 2.9895 -4.1755 -0.647 -0.267 -0.300 -0.34
C -5.7510 3.7196 -4.3439 -0.226 0.119 0.212 -1.00
C -2.1623 4.5819 -1.4031 -0.098 0.127 -0.329 -0.77
H -4.5790 2.0026 -3.7271 0.081 0.103 0.111 0.31
H -3.9810 2.8342 -5.1586 0.256 0.104 0.198 0.27
H -6.2662 3.8304 -3.3872 0.069 -0.024 -0.086 0.30
H -6.4125 3.1716 -5.0190 0.109 -0.017 -0.037 0.39
H -5.5882 4.7245 -4.7416 0.021 -0.115 -0.027 0.25
H -1.3697 3.8683 -1.6284 -0.114 0.040 0.116 0.10
H -2.1653 4.8124 -0.3354 0.013 -0.344 0.030 0.39
H -2.0382 5.4986 -1.9801 -0.111 -0.113 -0.068 0.38


14
Properties=species:S:1:pos:R:3:forces:R:3:mulliken_charge:R:1 method="wB97M-V/def2-TZVPD" energy_ha=-521.82065 relative_energy_ev=3.179 smiles="O[SiH2]C1=CCC1"
O 0.8293 -0.4849 3.0903 -0.820 -1.810 2.536 -0.41
Si 1.3714 -0.1906 1.6271 -0.696 0.208 -1.604 0.28
C 0.0589 0.0783 0.3894 -5.685 -5.480 -5.132 -0.06
C -0.9634 -0.9732 -0.3737 4.771 5.138 2.394 -0.46
C -1.1611 -0.0278 -1.5120 -0.108 0.921 -1.295 -0.47
C -0.2391 0.9784 -0.8276 1.898 0.204 0.141 -0.31
H 0.3871 -1.1977 3.5746 0.386 0.267 -0.744 0.32
H 2.3712 -1.0203 0.8933 0.093 0.050 0.691 -0.10
H 1.5303 1.1513 1.9561 1.651 2.028 -0.095 -0.14
H -1.3620 -1.9361 -0.2390 -0.343 -1.117 0.563 0.42
H -0.8397 -0.2121 -2.5838 0.137 -0.666 1.296 0.21
H -2.1815 0.3592 -1.7143 0.182 -0.197 0.588 0.22
H -0.7157 1.8913 -0.6029 -0.853 1.163 0.642 0.26
H 0.6845 1.3391 -1.3537 -0.614 -0.710 0.019 0.24